# 1
The following is a DFT calculation (ωB97M-V/def2-TZVPD) of an isolated molecule of C6H9N in a non-equilibrium geometry.

Gap between HOMO and LUMO = 10.225 eV
Structure (SMILES) = C1=CCN2C[C@H]2C1
Energy above the lowest of the compared OMol25 structures with the same formula, charge and spin = 137.1 kcal per mole

XYZ file:
```
16
Properties=species:S:1:pos:R:3:forces:R:3
C 0.01591 1.53113 0.06242 -4.0 2.0 0.7
H 1.08542 -2.16400 0.80961 -1.1 1.7 -1.5
C 1.47864 0.93336 0.05502 -3.2 -1.2 -1.2
N -0.86990 0.55512 -0.72054 1.2 -2.9 3.8
H 0.60003 -2.09495 -0.93375 -0.3 0.5 0.5
C -2.01365 -0.37299 -0.07236 -1.3 2.2 -2.8
H -2.51892 -0.73428 -1.03133 1.0 -0.1 1.5
H -0.63496 -0.22226 1.41925 1.0 -1.0 -2.2
C -0.60932 -0.64979 0.30675 -1.7 1.1 1.4
H 2.60854 -0.81591 -0.69731 -1.5 1.5 1.2
H 2.37050 1.42921 -0.04058 1.5 2.2 -0.1
H -0.34497 2.49625 -0.54157 2.3 -1.3 1.4
C 1.61169 -0.35734 -0.27293 3.4 -0.7 -0.3
H -0.57470 1.72567 1.17248 2.1 -0.4 -2.6
H -2.87275 0.17402 0.52233 2.3 -1.4 -0.3
C 0.66843 -1.43324 -0.03748 -1.8 -2.2 0.5
```
Forces are in eV/Å.

Atom charges from the Mulliken analysis, given in e for atoms 1 to 6: atom 1 (C): -0.34, atom 2 (H): 0.25, atom 3 (C): -0.59, atom 4 (N): -0.41, atom 5 (H): 0.29, atom 6 (C): -0.27

***

# 2
The following is a DFT calculation (ωB97M-V/def2-TZVPD) of a structure of composition CsO4S in a non-equilibrium geometry.

Multiplicity = 2
Gap between HOMO and LUMO (alpha / beta) = 8.549 / 7.232 eV
⟨S²⟩ = 0.762
Energy above the lowest of the compared OMol25 structures with the same formula, charge and spin = 4.9 kcal per mole

XYZ file:
```
6
Properties=species:S:1:pos:R:3:forces:R:3
S -0.01582 -0.60791 -0.18006 1.2 -2.0 1.4
O -0.81512 0.03574 0.89103 1.0 -0.7 -0.1
O 0.89119 -1.75087 0.15384 -2.3 1.9 0.2
O 0.81203 0.39537 -0.84970 0.8 1.8 -0.7
O -0.90202 -0.94988 -1.31603 -0.6 -0.4 -0.6
Cs 0.02973 2.87756 1.30092 -0.1 -0.7 -0.3
```
Forces are in eV/Å.

In elementary charge units, the Mulliken charges are: atom 1 (S): 1.29, atom 2 (O): -0.72, atom 3 (O): -0.57, atom 4 (O): -0.57, atom 5 (O): -0.42, atom 6 (Cs): 0.99

***

# 3
The following is a DFT calculation (ωB97M-V/def2-TZVPD) of an isolated molecule of C23H35FN4O.

Gap between HOMO and LUMO = 9.074 eV
Structure (SMILES) = Cc1nn(-c2ccc(F)cc2)c(C)c1CN1CCN(CCC(C)C)[C@@H](CCO)C1
Energy above the lowest of the compared OMol25 structures with the same formula, charge and spin = 0.0 kcal per mole

XYZ file:
```
64
Properties=species:S:1:pos:R:3:forces:R:3
C 2.96587 0.63355 -0.73521 -0.1 0.3 0.0
C 6.50367 0.74824 0.15688 -0.2 -0.1 -0.1
H -7.47301 0.18576 -1.54093 -0.1 0.0 -0.1
C -0.81927 -3.28121 1.02137 0.4 0.1 0.2
H 6.47782 1.81758 0.29019 0.0 0.1 0.0
F 8.84062 -1.99861 0.01709 -0.1 0.0 0.0
H 2.24694 4.49085 0.51267 0.0 0.1 0.0
C 2.86291 2.45377 0.53233 0.0 -0.4 -0.4
N -2.32440 -0.82937 0.27329 -0.1 -0.1 0.2
C -0.33091 0.57495 0.77306 -0.1 -0.2 0.2
C -4.78451 -0.74373 0.43097 0.0 0.4 -0.2
H -6.91852 0.76775 1.39482 -0.1 -0.1 0.1
C -3.44698 -0.13618 0.89248 -0.2 -0.1 0.0
C -5.69672 0.24390 -0.30662 -0.2 -0.2 0.2
H -5.50910 1.80626 1.18988 0.1 0.1 0.1
C -1.37565 0.83974 -1.33048 -0.2 -0.2 0.0
H 1.52452 3.51927 1.79866 -0.1 0.1 0.1
H 8.63831 0.56690 0.31200 0.1 0.0 0.0
H 1.97245 -0.12035 -2.42638 0.0 0.0 -0.1
C 0.74859 1.91480 -0.90860 0.1 -0.2 -0.1
C 7.67590 -1.31687 0.01159 -0.2 0.0 0.0
H -4.56834 -1.59026 -0.22328 0.0 -0.1 0.0
H -3.10615 -0.42056 -1.61098 0.0 -0.1 0.0
H -1.98224 1.69145 -0.96595 0.1 0.0 0.0
H 0.10349 -1.91751 -0.37247 0.1 0.0 0.0
H -6.90009 1.98971 0.12273 -0.1 0.1 0.0
C 6.49169 -2.01237 -0.14722 0.3 0.0 0.0
H -7.41048 -1.07178 -0.30533 -0.1 -0.1 0.1
H -5.32685 -1.13699 1.29213 -0.1 -0.1 0.0
H -5.10488 0.77854 -1.05921 0.1 0.0 0.0
O -1.92038 -3.57335 0.20425 -0.4 -0.2 -0.3
H 0.34011 2.83784 -0.45995 0.0 0.0 -0.1
H -2.46053 -2.76318 0.18420 0.1 0.0 0.0
H 0.75898 -1.84572 1.26665 0.1 0.0 0.0
H -1.56237 -1.27904 -1.60204 -0.1 0.0 -0.1
H 6.50988 -3.08563 -0.25080 0.0 -0.1 0.0
H 3.22459 4.01078 1.91067 0.0 0.1 0.1
H -3.43407 0.94139 0.67431 0.0 0.0 0.1
H -1.31515 -0.81142 2.08448 0.0 0.0 -0.1
C 2.43802 3.69498 1.23181 0.1 0.0 0.0
C -6.29024 1.26654 0.65982 0.2 0.0 -0.2
H -1.19746 0.98828 -2.39858 0.0 0.0 0.0
C 2.12957 1.67874 -0.39580 0.3 0.0 0.0
H 3.64679 -0.69024 -2.26205 0.0 -0.1 -0.1
C -1.06780 -0.75024 1.01728 0.6 0.1 0.1
C 5.29878 0.07025 -0.02413 0.7 -0.3 0.0
H 0.63363 0.55629 1.28456 0.0 0.0 0.0
N 4.11769 0.81777 -0.02903 -0.9 0.2 -0.2
C -2.13094 -0.47657 -1.12638 0.1 0.2 -0.2
H -1.12227 -3.27558 2.08144 0.1 0.0 0.0
C -6.81642 -0.50891 -1.02197 0.2 0.2 0.0
C 5.29733 -1.31536 -0.15687 -0.1 0.3 0.1
C 7.69789 0.05728 0.17617 0.1 -0.3 0.0
C -0.15865 -1.94175 0.68402 -0.5 -0.2 0.2
H 0.78037 2.05631 -1.99527 -0.1 0.1 0.1
H -0.10533 -4.09778 0.87735 0.0 0.1 0.1
H 4.37042 -1.85667 -0.24249 -0.1 0.0 0.0
H -3.34787 -0.24794 1.97430 0.1 0.1 -0.1
C 2.73238 -0.44929 -1.72227 0.0 0.0 0.0
N -0.10163 0.76408 -0.64538 -0.1 0.1 0.0
H 2.35977 -1.35100 -1.23737 0.0 -0.1 0.0
H -6.40908 -1.20568 -1.75121 0.0 -0.1 -0.1
N 4.05479 1.92845 0.72462 0.3 0.4 0.6
H -0.92546 1.40909 1.19614 0.1 0.0 0.0
```
Forces are in eV/Å.

Atom charges from the Mulliken analysis, given in e for atoms 1 to 6: atom 1 (C): 0.63, atom 2 (C): -0.37, atom 3 (H): 0.44, atom 4 (C): -0.84, atom 5 (H): 0.46, atom 6 (F): -0.33

***

# 4
The following is a DFT calculation (ωB97M-V/def2-TZVPD) of a cluster of 2 separate species, CH2NO4P in total in a non-equilibrium geometry.

Charge = -2
Gap between HOMO and LUMO = 5.906 eV
Energy above the lowest of the compared OMol25 structures with the same formula, charge and spin = 55.1 kcal per mole

XYZ file:
```
9
Properties=species:S:1:pos:R:3:forces:R:3
O 0.31175 -1.80055 -0.31633 0.3 0.7 0.8
N -1.15856 0.50728 -0.80316 2.4 -0.6 3.2
P 1.21171 -1.07278 0.68050 1.1 -0.6 -3.6
H -0.68764 -0.34669 -1.13398 -0.3 0.6 0.7
O 1.16182 -1.45434 2.08385 -0.5 -0.1 2.3
H -1.72486 1.03598 -1.33805 -2.5 2.0 -2.8
O -1.04633 2.45945 0.44009 0.0 -1.3 -0.5
C -0.61253 1.29013 0.27645 0.4 -1.0 -0.5
O 2.54465 -0.61848 0.11063 -1.0 0.3 0.5
```
Forces are in eV/Å.

Atom charges from the Mulliken analysis, given in e for atoms 1 to 6: atom 1 (O): -0.66, atom 2 (N): -0.24, atom 3 (P): 0.85, atom 4 (H): 0.34, atom 5 (O): -0.60, atom 6 (H): 0.22

***

# 5
The following is a DFT calculation (ωB97M-V/def2-TZVPD) of the ion C2H5NOP with charge +1 in a non-equilibrium geometry.

Charge = +1
Gap between HOMO and LUMO = 9.149 eV
Structure (SMILES) = O=P[C@@H]1C[NH2+]1
Energy above the lowest of the compared OMol25 structures with the same formula, charge and spin = 16.2 kcal per mole

XYZ file:
```
10
Properties=species:S:1:pos:R:3:forces:R:3
H 0.87096 -1.22300 0.90027 -0.4 -0.1 -0.9
H -0.00878 -2.04608 -0.36260 -0.4 0.7 0.8
C -0.85015 -0.04740 0.47750 -1.7 -0.8 -0.5
H -1.96404 -0.06196 0.53191 0.9 -1.1 -1.1
H -0.61111 0.33824 1.43133 1.0 0.8 0.9
O 1.10495 2.59405 -0.84474 0.1 0.7 -0.3
N 0.14668 -1.15997 0.15593 -0.3 -0.5 0.1
P 1.40358 1.47287 0.02188 -0.8 -1.3 -0.6
C 0.06978 0.08415 -0.65376 2.4 2.1 3.5
H -0.16187 0.04912 -1.65771 -0.8 -0.4 -1.9
```
Forces are in eV/Å.

Atom charges from the Mulliken analysis, given in e for atoms 1 to 6: atom 1 (H): 0.33, atom 2 (H): 0.30, atom 3 (C): -0.38, atom 4 (H): 0.27, atom 5 (H): 0.34, atom 6 (O): -0.33